Computed, not measured: a single C20H20N2O6S molecule in a non-equilibrium geometry, with the ωB97M-V functional and the def2-TZVPD basis.

Its HOMO energy is -7.97 eV. The value obtained for the HOMO-LUMO gap is 0.317 Eh. As for the energy above the lowest of the compared OMol25 structures with the same formula, charge and spin: 61.7 kcal per mole. The structure (SMILES) is CCOC(=O)c1ccc(CNC(=O)c2cc(COc3ccccc3SC)on2)o1. As for the total charge: 0.

Each line ends with the Löwdin charge.
Geometry (Å):
C1 2.43 1.82 -0.25  -0.05
C2 1.73 2.15 -1.56  -0.20
O1 1.16 0.95 -2.09  0.03
C3 -0.13 0.94 -2.42  -0.43
O2 -0.87 1.89 -2.37  0.09
C4 -0.55 -0.41 -2.81  -0.16
C5 -1.75 -0.88 -3.30  0.03
C6 -1.60 -2.28 -3.39  0.01
C7 -0.33 -2.56 -2.96  -0.23
C8 0.39 -3.84 -2.63  -0.08
N1 0.99 -3.67 -1.32  0.07
C9 0.17 -3.65 -0.23  -0.44
O3 -0.89 -4.24 -0.17  0.10
C10 0.66 -2.78 0.86  -0.18
C11 -0.02 -2.43 2.05  0.05
C12 0.76 -1.45 2.60  -0.22
C13 0.55 -0.56 3.78  -0.10
O4 -0.55 0.29 3.55  -0.08
C14 -0.33 1.42 2.79  -0.31
C15 0.52 2.43 3.21  -0.01
C16 0.63 3.60 2.47  -0.09
C17 -0.10 3.75 1.31  -0.09
C18 -0.94 2.75 0.87  -0.09
C19 -1.06 1.57 1.60  -0.44
S1 -2.05 0.19 1.11  0.95
C20 -3.14 0.90 -0.16  -0.37
O5 1.83 -1.25 1.81  0.03
N2 1.76 -2.07 0.74  0.13
O6 0.31 -1.43 -2.62  0.10
H1 3.19 1.07 -0.42  0.08
H2 2.89 2.72 0.15  0.08
H3 1.72 1.44 0.48  0.06
H4 2.43 2.53 -2.30  0.13
H5 0.93 2.88 -1.40  0.11
H6 -2.61 -0.30 -3.54  0.12
H7 -2.34 -2.99 -3.71  0.11
H8 -0.32 -4.67 -2.59  0.13
H9 1.18 -4.06 -3.36  0.13
H10 1.77 -3.04 -1.27  0.12
H11 -0.95 -2.82 2.40  0.13
H12 0.29 -1.16 4.66  0.14
H13 1.47 0.00 3.98  0.13
H14 1.07 2.31 4.14  0.12
H15 1.29 4.38 2.82  0.10
H16 -0.02 4.66 0.74  0.11
H17 -1.49 2.88 -0.05  0.09
H18 -3.81 0.09 -0.43  0.03
H19 -3.70 1.72 0.27  0.04
H20 -2.57 1.21 -1.03  0.00